# 1
Density functional theory data (ωB97M-V/def2-TZVPD) for a 2-piece molecular cluster, C3H7N3O3 overall.

structure (SMILES): NN1CC1=O.CON=O
highest occupied orbital energy: -9.1 eV
energy relative to the best compared isomer or geometry (same formula, charge and spin): 169.63 kcal/mol
DFT total energy: -13831.2627 eV

Last column: natural (NBO) charge in e.
Atoms and positions in Å:
N1 0.01986 0.27040 2.09594  -0.6399
N2 -0.27507 -0.36376 0.88278  -0.2798
C1 -0.77376 -1.74578 0.70146  -0.3261
C2 -1.42571 -0.54469 0.18097  0.6872
O1 -2.34618 0.03626 -0.29863  -0.5338
H1 -0.26471 1.24575 2.03637  0.3695
H2 1.02861 0.22303 2.22874  0.3686
H3 -1.21814 -2.24655 1.55373  0.2143
H4 -0.09695 -2.35209 0.09803  0.2251
C3 0.42538 1.50046 -1.68925  -0.2799
O2 0.67501 0.11573 -1.64871  -0.4217
N3 1.43684 -0.27456 -0.49120  0.3632
O3 1.73979 -1.42971 -0.51949  -0.3272
H5 0.64349 1.84598 -2.69981  0.1983
H6 1.05795 2.03000 -0.97219  0.1855
H7 -0.62642 1.68953 -1.45874  0.1966

***

# 2
Density functional theory data (ωB97M-V/def2-TZVPD) for C40H47MoN5O2P as an isolated structure.

total charge: +1
multiplicity: 3
highest occupied orbital energy (spin up / spin down): -10.4 / -10.6 eV
energy relative to the best compared isomer or geometry (same formula, charge and spin): 0.00 kcal/mol
DFT total energy: -64929.0710 eV

Last column: Mulliken charge in e.
Atoms and positions in Å:
Mo1 0.15725 -0.44771 -0.60920  -1.4622
C1 0.48388 -3.07689 -3.52459  -1.7110
C2 1.23276 -3.13748 -2.18660  -0.7480
N1 0.43107 -2.65673 -1.03155  0.3574
C3 -0.82069 -3.47197 -0.89295  -1.1971
C4 -2.07693 -2.63949 -0.66629  -1.1971
N2 -1.93766 -1.27369 -1.23021  0.1192
C5 -2.50441 -1.19033 -2.60055  -0.4401
C6 -1.82816 -2.12763 -3.58420  -1.4655
N3 -0.38605 -1.91546 -3.66729  0.2636
H1 1.24099 -3.07646 -4.31082  0.5186
H2 -0.08598 -3.99768 -3.67996  0.4108
H3 1.52784 -4.17503 -1.99983  0.5342
H4 2.13804 -2.54060 -2.22225  0.6482
H5 0.95026 -2.88835 -0.17748  -0.0426
H6 -0.92487 -4.07785 -1.78652  0.7455
H7 -0.68498 -4.15785 -0.06073  0.6932
H8 -2.93563 -3.14098 -1.12050  0.8003
H9 -2.28782 -2.53597 0.39105  0.1384
H10 -2.53702 -0.68508 -0.65542  -0.2944
H11 -3.57017 -1.43798 -2.55021  0.5809
H12 -2.41794 -0.16124 -2.93842  0.2425
H13 -2.03103 -3.16584 -3.31426  0.2641
H14 -2.30874 -1.98421 -4.55589  0.6112
H15 -0.16754 -1.39697 -4.50173  0.4019
C7 1.65156 2.59409 2.64834  -1.2460
C8 0.89383 1.36349 3.14675  1.1862
C9 1.69545 0.09105 3.15691  0.7139
C10 1.99389 -0.50586 4.37690  -0.9360
C11 2.76887 -1.65268 4.45184  -1.3307
C12 3.25913 -2.21915 3.29225  -0.8012
C13 2.96832 -1.66855 2.04748  1.2712
C14 3.49597 -2.37646 0.82158  -0.1386
C15 4.99244 -2.14841 0.60560  -1.4971
C16 2.17722 -0.51682 1.99376  -1.2750
N4 1.86445 -0.00935 0.66912  2.7510
C17 2.88038 0.54485 0.06404  -0.5453
C18 2.88459 0.57699 -1.33001  -1.2641
C19 3.88538 0.89646 -2.24548  -1.2067
C20 3.46418 0.37698 -3.46633  -1.5327
C21 2.22792 -0.22241 -3.23430  -0.9536
N5 1.85101 -0.11247 -1.94562  1.7212
H16 1.13460 3.50831 2.94301  0.3131
H17 1.75042 2.61039 1.56417  0.1831
H18 2.65420 2.62387 3.08103  0.4084
H19 -0.01485 1.21059 2.56070  -1.7232
H20 0.55933 1.55213 4.16904  0.7465
H21 1.62349 -0.04627 5.28623  0.4842
H22 2.98618 -2.10086 5.41300  0.3942
H23 3.85633 -3.12281 3.33859  0.5081
H24 2.96024 -2.05700 -0.07370  -0.7149
H25 3.29979 -3.44491 0.94028  0.6859
H26 5.21242 -1.09246 0.43657  0.3034
H27 5.35194 -2.70704 -0.25952  0.4296
H28 5.56730 -2.46496 1.47670  0.4034
H29 3.74084 0.87125 0.64164  0.6468
H30 4.81118 1.40430 -2.02351  0.5790
H31 3.98276 0.40513 -4.41111  0.5156
H32 1.62282 -0.73373 -3.96078  0.8482
C22 -5.28235 -0.21467 2.06282  -0.8280
C23 -4.10456 -0.29317 2.79493  -1.0151
C24 -2.93663 0.25928 2.29306  -0.1577
C25 -2.94007 0.91554 1.06006  -0.0734
C26 -4.12734 0.99016 0.33157  -0.0885
C27 -5.29302 0.42391 0.83172  -0.7990
P1 -1.38004 1.58456 0.41107  3.5274
C28 -1.18007 3.20289 1.21679  0.8318
C29 -1.68971 3.45416 2.48788  -0.4106
C30 -1.48236 4.68629 3.08948  -0.6798
C31 -0.76551 5.67415 2.42824  -0.6696
C32 -0.25488 5.42766 1.16181  -0.7275
C33 -0.45713 4.19602 0.55816  -0.8349
C34 -1.54692 1.92812 -1.32476  -0.7869
C35 -2.31577 2.88828 -1.98442  -0.3865
C36 -2.14428 3.05351 -3.34394  -1.1919
C37 -1.18083 2.28711 -4.00196  -0.9967
C38 -0.41967 1.34438 -3.32911  0.3604
C39 -0.60387 1.11831 -1.95829  0.8538
H33 -6.19195 -0.65276 2.45259  0.4258
H34 -4.09470 -0.79129 3.75589  0.4692
H35 -2.01394 0.17159 2.85422  0.4148
H36 -4.14639 1.49044 -0.62892  0.3331
H37 -6.21015 0.49095 0.26098  0.4738
H38 -2.25936 2.69826 3.01318  0.3694
H39 -1.88748 4.87567 4.07503  0.4340
H40 -0.60700 6.63524 2.89963  0.3989
H41 0.30427 6.19397 0.64099  0.4287
H42 -0.04335 4.00997 -0.42526  0.4338
H43 -3.00637 3.51496 -1.43078  0.5884
H44 -2.72375 3.78821 -3.88792  0.4235
H45 -1.01524 2.43830 -5.06221  0.4450
H46 0.31567 0.79889 -3.89506  0.7406
O1 0.45372 -3.16066 1.71493  -0.5985
C40 -0.22714 -2.18748 1.99321  -0.5744
O2 -0.56474 -1.21457 1.19600  0.8621
H47 -0.68720 -2.09433 2.98960  0.3051

***

Question: What is the energy relative to the best compared isomer or geometry (same formula, charge and spin) in the second record?
Answer: 0.00 kcal/mol

***

Question: Which of these has the highest DFT total energy?
Answer: C3H7N3O3

***

Question: Look up the energy relative to the best compared isomer or geometry (same formula, charge and spin) of the first one.
Answer: 169.63 kcal/mol